No. 1
{"formula": "C48H55N4P2RhS", "method": "ωB97M-V with the def2-TZVPD basis set", "species": ["H", "H", "C", "H", "C", "C", "H", "C", "C", "H", "H", "H", "H", "H", "P", "C", "H", "H", "C", "H", "H", "C", "C", "H", "C", "H", "N", "H", "C", "H", "C", "H", "H", "H", "H", "C", "H", "H", "H", "C", "H", "C", "H", "N", "H", "H", "H", "C", "C", "N", "C", "S", "H", "H", "C", "C", "H", "C", "C", "H", "C", "C", "C", "H", "C", "H", "C", "H", "C", "C", "H", "H", "C", "H", "C", "C", "H", "C", "C", "H", "H", "C", "H", "H", "C", "C", "C", "H", "H", "N", "H", "C", "C", "H", "C", "C", "H", "C", "H", "Rh", "H", "P", "H", "H", "H", "H", "C", "C", "C", "C", "C"], "positions_angstrom": [[-1.21927, -5.65190, 3.91567], [-2.18585, 1.77538, 3.19430], [-0.53448, -3.62503, 1.29988], [-2.73701, 0.01150, -4.22906], [-1.12383, 0.37171, 4.42603], [-2.89954, 4.63222, 0.97948], [3.26497, -1.19630, -0.26679], [-3.08573, 3.00078, -5.77411], [4.04641, 3.64559, 0.37689], [-1.26331, -0.65591, 4.77030], [3.73801, -3.43695, -1.11785], [-2.14963, 4.39493, 2.98294], [-3.07573, 0.31566, 3.52205], [3.18448, -0.37357, -4.28530], [0.09312, 1.21773, 0.10194], [-1.53946, 3.17367, -3.94545], [-0.08477, 0.48334, 4.09987], [0.48678, -3.49070, -4.16280], [-0.99122, -4.73652, 1.99219], [1.23185, 0.41706, -3.54914], [0.74808, 0.91065, 6.61335], [3.22227, -1.80086, 2.05930], [0.35302, -1.31198, -4.13115], [5.53025, -0.26422, 3.99955], [3.61809, 0.55040, 3.46743], [-5.71450, -2.44197, -0.83332], [0.53673, -2.85052, -2.14582], [4.93170, 1.86393, -0.42971], [-3.25117, 1.64875, -5.50024], [-2.09254, 4.81582, -5.20299], [-1.98435, 3.10934, -0.64579], [-0.86141, 3.77016, -3.34361], [2.87011, 5.28182, 1.10836], [-1.44627, -2.33656, -0.92908], [1.67076, 1.11450, 2.79854], [0.05635, -2.70247, -3.54305], [-3.53252, -3.58189, -0.53789], [-3.91090, 1.04900, -6.11296], [-3.69623, 1.13562, -1.97896], [-0.91407, 1.25024, -2.54297], [2.67036, -2.00446, -3.97340], [-3.56989, -2.55096, -0.86776], [0.68825, -1.82692, 3.90390], [2.78989, -1.52843, -1.10425], [-0.34477, 1.49354, 7.87718], [-0.15433, -3.78352, 5.13331], [4.98195, 4.18595, 0.43630], [-1.69448, 0.08123, 1.94300], [-1.26433, 2.99950, 1.63352], [1.31136, -0.55954, -3.29285], [-4.81647, -0.58156, -1.42148], [-1.44048, 1.51753, 5.78308], [4.46147, -1.56635, -2.42373], [3.06116, -2.76464, 1.59021], [-1.11378, 0.18597, -1.74568], [4.61083, -0.41724, 3.45044], [-0.64781, -3.58764, 0.22580], [-4.79099, -1.91244, -1.02515], [4.01759, 2.34653, -0.10730], [-0.52818, -0.15538, 7.26612], [2.70738, -1.00964, -3.53778], [4.40641, -1.60002, 2.75192], [3.53801, -1.00000, -2.26975], [-3.56094, 5.45065, 1.23014], [-0.27369, 0.86732, 6.99039], [0.00969, 1.80872, -2.38706], [-1.71653, 1.82104, -3.64424], [0.72962, -1.40075, -5.15290], [1.61333, 2.25112, 0.23996], [0.20343, -2.63204, 3.36707], [3.82377, 0.02491, -2.03363], [3.75516, 1.46028, 4.03701], [2.73974, -3.00251, -1.00992], [-3.44067, 4.60704, -1.09611], [-2.39536, -1.85838, -1.11306], [-3.63792, 0.10159, -1.67331], [-5.76282, -0.06910, -1.53473], [2.86192, 4.25776, 0.75940], [0.05729, -2.56300, 1.97809], [-3.61892, 3.45612, -6.59776], [-0.65929, 2.56069, 2.41826], [-2.39490, -0.52849, -1.53542], [-1.95442, 2.77999, -1.66672], [2.27212, -3.67172, -3.00854], [2.81131, 1.67284, -0.17793], [-0.86180, -4.78771, 3.37202], [2.23507, -0.81104, 2.02864], [2.77438, 0.66689, -0.55887], [-1.86502, -0.99351, 1.99473], [-0.25216, 0.29550, 1.55116], [5.15689, -2.37911, 2.76845], [-2.57602, 1.06330, -4.44187], [-2.83114, 4.16134, -0.32088], [-1.02286, -2.85074, -3.54817], [-2.07834, 0.69490, 3.28460], [2.43885, 0.35809, 2.76228], [-0.56133, -0.73311, -4.17285], [-0.26399, -3.73627, 4.05808], [0.75883, 4.10847, 0.95488], [0.73597, -0.73883, -1.14402], [-2.34927, 0.46480, 1.16288], [0.66750, -1.09002, 1.13400], [-0.18477, -3.35105, -1.64690], [-1.44680, -5.55926, 1.45745], [2.37420, -3.24842, -0.01313], [1.59942, -4.65106, -1.73865], [1.65517, 3.57812, 0.68349], [-1.19244, 2.50993, 0.32209], [-2.22949, 3.76375, -4.99215], [1.79879, -3.61848, -2.03152], [-2.10986, 4.04544, 1.95954]], "atomic_forces_ev_per_a": [[-0.002, 0.002, 0.001], [-0.130, -0.315, 0.149], [-0.012, 0.012, -0.011], [0.048, 0.066, -0.014], [0.016, -0.021, -0.026], [0.015, -0.017, 0.046], [0.006, -0.085, 0.033], [-0.008, -0.015, 0.017], [0.003, 0.014, -0.003], [-0.008, 0.009, 0.005], [0.006, -0.004, 0.014], [-0.004, 0.015, 0.012], [0.002, -0.002, 0.035], [-0.003, 0.005, -0.008], [0.242, -0.054, 0.144], [0.001, 0.013, -0.174], [-0.041, -0.011, 0.028], [-0.005, -0.005, 0.005], [0.015, 0.006, -0.012], [-0.010, 0.098, -0.048], [-0.002, -0.001, -0.001], [0.047, -0.066, 0.043], [0.006, 0.041, 0.036], [-0.002, 0.002, -0.003], [0.024, -0.011, 0.016], [0.004, 0.004, 0.006], [0.080, 0.126, -0.075], [0.010, 0.002, 0.000], [0.005, 0.029, -0.004], [0.006, -0.002, -0.008], [-0.029, 0.104, 0.114], [0.012, 0.006, -0.044], [-0.001, -0.007, 0.000], [-0.166, 0.179, -0.019], [-0.034, 0.072, -0.051], [0.001, -0.020, -0.003], [-0.011, 0.002, 0.002], [-0.003, 0.003, 0.000], [0.053, 0.067, 0.012], [0.072, -0.114, -0.312], [-0.005, -0.005, 0.002], [-0.029, 0.006, 0.018], [0.001, -0.013, 0.002], [-0.072, -0.082, -0.012], [-0.001, -0.001, -0.003], [0.001, -0.001, -0.002], [-0.007, -0.001, 0.002], [0.159, -0.002, 0.335], [0.262, 0.149, -0.109], [-0.093, 0.163, 0.063], [0.023, 0.016, -0.009], [-0.006, 0.024, 0.015], [0.000, -0.002, -0.009], [0.022, 0.105, 0.139], [0.050, -0.590, 0.258], [-0.008, 0.000, -0.001], [0.019, -0.036, 0.105], [0.014, -0.028, -0.018], [-0.016, -0.017, 0.010], [-0.001, 0.005, -0.003], [0.008, -0.008, 0.003], [-0.017, -0.001, -0.006], [0.052, 0.007, -0.021], [-0.002, -0.006, 0.007], [0.010, 0.001, 0.006], [0.130, -0.042, -0.175], [0.016, -0.107, -0.170], [0.019, -0.001, 0.006], [0.016, 0.021, -0.007], [0.011, -0.057, -0.012], [0.005, -0.046, -0.027], [0.001, -0.001, -0.006], [-0.077, -0.056, -0.068], [0.008, 0.007, -0.004], [-0.067, 0.033, 0.065], [-0.009, 0.063, 0.093], [0.006, -0.003, 0.004], [-0.001, 0.026, -0.004], [-0.056, -0.003, -0.063], [0.001, -0.002, 0.005], [0.139, 0.196, -0.183], [0.058, -0.023, 0.038], [-0.164, 0.090, 0.236], [-0.005, -0.003, -0.004], [-0.018, 0.022, 0.085], [0.007, 0.015, 0.012], [0.010, -0.012, 0.028], [-0.022, 0.105, 0.061], [0.029, -0.056, -0.061], [-0.094, -0.119, -0.645], [0.003, 0.001, 0.003], [-0.042, -0.073, -0.005], [0.012, -0.010, -0.001], [0.006, -0.009, 0.022], [-0.195, -0.104, 0.111], [0.024, -0.045, -0.080], [-0.051, 0.059, -0.013], [-0.013, -0.011, -0.009], [-0.150, -0.003, 0.071], [-0.041, 0.174, 0.337], [0.001, 0.004, -0.062], [-0.165, 0.206, 0.053], [0.121, -0.061, -0.046], [0.003, 0.000, 0.002], [-0.018, 0.001, -0.152], [-0.014, 0.000, -0.003], [-0.050, -0.072, -0.017], [-0.002, 0.045, 0.018], [0.019, -0.011, -0.004], [0.048, -0.011, -0.024], [-0.003, 0.059, -0.079]], "lowdin_charge": [0.120, 0.058, -0.089, 0.114, -0.526, -0.039, 0.080, -0.057, -0.046, 0.076, 0.140, 0.124, 0.130, 0.141, 1.011, -0.045, 0.049, 0.124, -0.050, 0.115, 0.032, -0.109, -0.152, 0.118, -0.043, 0.115, -0.096, 0.113, -0.052, 0.114, -0.067, 0.122, 0.119, 0.030, 0.088, -0.139, 0.109, 0.114, 0.115, -0.194, 0.108, -0.058, 0.108, -0.156, 0.037, 0.121, 0.119, -0.208, -0.144, -0.111, -0.043, 0.830, 0.139, 0.093, -0.247, -0.046, 0.064, -0.054, -0.058, 0.037, -0.146, -0.049, -0.150, 0.119, -0.408, 0.095, -0.247, 0.134, -0.302, -0.077, 0.106, 0.119, -0.174, 0.118, -0.080, -0.032, 0.118, -0.045, -0.335, 0.115, 0.107, -0.232, 0.049, 0.109, -0.135, -0.039, -0.342, 0.027, 0.106, -0.363, 0.117, -0.049, -0.037, 0.123, -0.257, -0.093, 0.086, -0.038, 0.099, 0.736, 0.108, 0.935, 0.070, 0.116, 0.082, 0.138, -0.052, -0.291, -0.054, -0.159, -0.046], "e_tot_ev": -89037.6384, "total_charge": 2, "homo_ev": -12.3, "e_lumo_ev": -5.350}


No. 2
{"formula": "C48H55N4RuSi", "method": "ωB97M-V with the def2-TZVPD basis set", "species": ["C", "H", "H", "C", "H", "C", "H", "Ru", "H", "C", "C", "C", "C", "H", "H", "C", "H", "C", "H", "C", "H", "C", "H", "C", "H", "H", "H", "Si", "C", "C", "C", "H", "H", "C", "H", "C", "C", "H", "C", "H", "C", "H", "H", "C", "C", "C", "H", "H", "N", "H", "H", "N", "H", "H", "C", "H", "C", "C", "H", "N", "C", "H", "C", "C", "H", "C", "C", "C", "C", "H", "C", "C", "C", "C", "C", "H", "C", "H", "H", "H", "H", "H", "C", "H", "H", "H", "H", "C", "H", "H", "N", "C", "C", "H", "C", "H", "H", "H", "C", "C", "H", "C", "H", "C", "H", "H", "H", "H", "H"], "positions_angstrom": [[1.00071, 1.52921, 2.44905], [6.63344, 1.71299, 0.61523], [5.65022, 1.77020, -2.12765], [-1.63403, -3.10459, -0.99835], [-1.85663, 0.95361, -6.24659], [-0.54784, 3.15893, -0.53243], [2.03079, 5.11848, 4.47818], [0.06010, -0.28002, 0.08031], [0.37654, -6.06333, -2.61984], [1.38712, 4.46480, 3.91125], [-3.67093, -2.52889, 4.60259], [1.07146, -2.62281, -3.39494], [1.98894, -2.91169, -4.54477], [4.39430, 1.44207, -3.30034], [2.30138, -1.94385, -4.93575], [-0.51733, -2.70028, -1.76868], [1.33778, 4.11558, -0.88629], [-0.94990, 0.59695, 2.97051], [-3.20402, -5.52908, 2.01417], [-3.79010, 1.76863, -3.53286], [-4.26698, -4.21432, -0.56809], [-0.66586, -5.75530, -2.78774], [-4.93944, -3.28849, 3.02615], [0.11808, 5.33074, 0.37599], [4.21456, 3.67648, 0.73142], [-4.13043, 1.71113, -5.71074], [-0.87834, 1.98244, 6.15106], [-0.32418, 1.50226, -1.39220], [-1.06947, 5.39945, 1.12401], [-3.42613, 1.55681, -4.88085], [-2.14482, 1.12825, -5.19931], [-2.43771, -5.63411, 0.42213], [-3.24335, 2.01870, 4.22569], [-1.50724, 1.29565, -2.83950], [1.67246, 4.47741, 2.83448], [2.17563, 1.88505, 1.73784], [-2.09662, -2.56548, 0.20434], [-4.97309, -1.53569, 3.18851], [5.56404, -0.33073, -2.78662], [5.74257, -0.90148, -1.86811], [3.85178, 1.73425, -0.16775], [0.82420, 6.16346, 0.39524], [2.50906, 2.73706, 4.39875], [1.35208, -1.68659, -2.34367], [-3.39160, -5.51492, 0.92713], [-1.17940, 0.97037, -4.17413], [-2.83757, -3.21294, 4.62094], [-1.83209, 0.56645, 5.67664], [2.02587, 0.30789, -0.17630], [0.37274, 4.85644, 4.03537], [3.99869, -3.67891, -4.95218], [-0.00370, 0.70375, 1.94038], [-2.40427, 2.40172, 0.29187], [-0.14745, 0.61395, -4.41065], [-4.08871, -4.21050, 0.54145], [-2.85641, -0.06034, 3.63263], [0.63668, 2.00686, 3.77442], [-1.99764, 4.35191, 1.05668], [-2.30973, 3.47575, 4.69934], [0.36338, -1.69235, -1.36809], [1.46945, 3.02784, 4.48628], [-1.75157, -4.30693, -3.88800], [-2.84285, 1.58810, -2.55102], [-2.30960, -1.30971, 2.00569], [-4.03836, -6.35333, 0.66236], [5.92887, 2.37874, 1.15581], [-0.09678, -3.27462, -3.01551], [-2.62515, 2.45745, 5.02120], [2.42441, -0.78589, -2.35253], [0.91048, 1.87081, -2.20203], [4.76485, 2.85888, 0.24805], [2.78269, 0.07172, -1.31380], [3.88728, 0.96283, -1.31715], [2.65950, 1.36224, 0.53088], [-4.30998, -2.42742, 3.22875], [-1.19326, -5.62138, -1.83551], [0.37619, 4.20897, -0.39575], [1.43791, -3.48959, -5.28987], [-5.06585, -4.19793, 1.06960], [6.49572, -0.09576, -3.28249], [-0.12606, -4.65915, -4.58630], [-3.37781, -1.52785, 4.96007], [-0.69808, -4.49982, -3.63676], [-1.14290, -6.54944, -3.34064], [2.79525, 2.70298, 2.18159], [4.99700, -0.91405, -3.50325], [1.22833, 3.04793, 5.55770], [-3.33836, -2.30525, 2.08489], [-2.24261, -3.90156, -1.43371], [-1.31343, 6.26773, 1.69888], [-1.53330, -1.50021, 0.86952], [-1.42926, 1.54388, 5.31780], [-0.56018, 1.41436, 4.11545], [-4.80801, 1.95750, -3.23281], [4.89771, 1.02235, -2.41121], [-3.25180, 2.56859, 5.93200], [3.00391, -4.74929, -3.93197], [3.65300, -3.28915, -3.22169], [-1.70520, 3.25925, 0.22802], [3.23870, -3.73016, -4.14962], [6.46922, 3.23120, 1.54591], [-2.06930, -0.24146, 2.89551], [-2.85263, 4.36962, 1.67695], [-3.23620, -3.04727, 0.93748], [5.15156, 3.25993, -0.68639], [-3.13537, 1.65277, -1.51394], [-4.44326, -2.87560, 5.31597], [3.04256, -0.76931, -3.26943], [5.55099, 1.81739, 2.01569]], "atomic_forces_ev_per_a": [[-0.005, 0.011, -1.012], [-0.437, 0.424, 0.210], [0.017, -0.338, -0.116], [0.103, -0.076, -0.840], [-0.208, -0.004, 0.587], [-0.555, -0.179, 1.052], [0.417, 0.213, 0.093], [0.446, -1.648, 2.056], [-0.311, 0.074, 0.260], [-0.549, -0.640, -0.397], [-1.017, 0.559, 0.750], [-0.752, -0.808, 0.858], [-0.112, -0.346, 0.443], [0.189, -0.135, 0.101], [0.024, -0.087, -0.443], [-1.079, 0.065, 1.293], [0.007, 0.088, -0.183], [-0.339, -0.780, -0.925], [-0.069, -0.084, -0.387], [0.141, -0.668, -0.937], [-0.034, 0.136, 0.973], [0.613, -0.076, 0.201], [-0.140, -0.140, 0.100], [-0.602, 0.108, 0.312], [-0.020, -0.303, -0.037], [0.162, -0.067, 0.588], [0.170, -0.107, -0.002], [1.902, 1.664, -2.169], [-0.136, -0.691, -0.903], [-0.317, 0.197, 0.094], [0.868, -0.063, 0.530], [0.132, 0.023, -0.072], [0.097, 0.262, 0.183], [-0.555, -0.730, -0.099], [-0.314, 0.115, 0.765], [0.480, 0.596, 0.224], [0.547, 0.077, -0.668], [0.186, -0.459, 0.158], [0.007, 0.864, 0.436], [0.076, -0.084, -0.347], [-0.514, 0.091, -0.428], [-0.127, -0.329, 0.079], [0.337, -0.271, 0.176], [0.376, 1.401, -0.178], [-0.261, -0.215, 0.352], [0.349, 0.213, 0.069], [0.334, -0.130, 0.040], [0.498, 0.499, -0.398], [-1.278, 0.106, 0.491], [0.044, -0.050, -0.300], [-0.324, -0.124, 0.426], [0.786, -0.041, 0.255], [0.376, 0.559, -0.183], [-0.940, 0.463, 0.140], [-0.034, -0.199, -0.416], [0.502, -0.267, -0.053], [-0.408, 0.023, -0.320], [1.872, 0.102, -0.804], [-0.111, -0.702, 0.167], [-0.045, 0.022, -0.386], [-0.070, 0.272, 0.173], [0.213, 0.090, -0.192], [0.061, 0.019, -0.064], [1.163, 1.357, -0.085], [0.138, -0.145, 0.094], [-0.246, -0.305, -0.369], [0.837, -0.066, 0.195], [-0.459, 0.459, 0.245], [0.405, -0.209, -0.442], [-0.087, -0.585, 0.382], [0.282, -0.725, -0.137], [-0.805, -0.086, -0.249], [0.862, 0.500, 0.499], [-1.056, -0.622, 0.848], [-0.138, 0.613, -0.931], [0.328, -0.123, -0.208], [0.264, -0.489, -0.458], [0.036, 0.410, -0.236], [0.493, 0.258, -0.500], [0.449, -0.131, 0.030], [-0.723, -0.101, 0.612], [0.220, -0.591, -0.107], [0.074, 0.696, -0.913], [-0.233, -0.382, -0.099], [-0.589, -0.942, -0.378], [-0.202, -0.119, 0.170], [0.007, -0.026, -0.222], [0.045, 0.220, -0.120], [0.207, 0.335, 0.198], [0.092, 0.388, 0.369], [0.492, 0.504, -0.569], [-0.330, 0.149, 0.353], [0.384, -0.168, -1.018], [-0.182, 0.234, -0.211], [-0.151, 0.119, -0.443], [0.277, -0.039, -0.545], [-0.240, -0.726, 0.038], [0.057, -0.246, -0.495], [-1.152, -0.172, 1.076], [0.396, 1.442, 0.222], [0.281, 0.193, 0.020], [-0.401, 0.181, 0.533], [-0.891, -0.036, 0.410], [-0.618, -0.065, 0.416], [0.293, 0.299, 0.068], [-0.182, 0.266, 0.059], [0.437, 0.011, -0.227], [-0.436, -0.062, 0.882], [-0.067, 0.037, -0.127]], "mulliken_spin": [0.172, -0.001, -0.003, 0.130, 0.000, 0.031, -0.001, 1.834, 0.000, 0.014, 0.008, 0.081, 0.001, 0.008, 0.003, 0.191, -0.008, 0.189, -0.001, 0.001, 0.003, 0.012, 0.000, 0.009, -0.004, 0.000, 0.001, -0.127, -0.006, -0.002, 0.004, 0.000, -0.001, -0.010, -0.002, 0.242, 0.241, 0.003, 0.012, 0.000, 0.089, 0.000, 0.003, 0.206, 0.014, 0.000, 0.001, 0.004, 0.074, 0.001, -0.001, 0.038, -0.002, -0.001, 0.002, 0.034, 0.084, 0.006, 0.000, 0.087, -0.008, 0.006, 0.001, 0.176, 0.001, 0.012, 0.086, 0.014, 0.145, 0.001, 0.005, 0.178, 0.078, 0.123, 0.004, 0.000, -0.004, 0.001, 0.001, 0.000, -0.001, -0.002, 0.000, 0.001, 0.027, 0.002, 0.000, 0.041, 0.045, 0.000, 0.000, 0.007, 0.061, 0.000, -0.002, 0.000, 0.001, 0.001, 0.002, 0.015, -0.001, 0.163, 0.001, 0.092, 0.002, 0.007, 0.000, 0.059, 0.000], "e_tot_ev": -67087.1048, "e_above_lowest_kcal_mol": 0.00, "spin_multiplicity": 6, "total_charge": 0, "homo_ev": [-4.6, -7.0], "e_lumo_ev": [-0.400, -2.379]}